No. 1
Below is the ion C2H8N5 with charge +1 at a distorted geometry, with properties calculated with wB97M-V/def2-TZVPD.

```
15
Properties=species:S:1:pos:R:3:forces:R:3
N -1.20021 -1.34314 -0.69720 3.582 -3.463 1.916
N 1.14481 1.23993 0.28703 0.080 1.107 0.618
N 0.31745 0.75684 -1.94300 -2.504 -0.267 -2.650
N -0.21118 -0.57110 -0.07074 -1.631 -2.219 2.456
N 0.94243 0.50435 1.53226 1.105 -1.539 -0.943
C -0.34994 -0.20452 1.32791 -3.278 -0.563 0.881
C 0.46484 0.39531 -0.68707 2.805 -0.199 0.551
H -0.72989 -2.21107 -1.16408 -1.415 2.361 0.806
H -0.36402 0.33797 -2.59692 0.597 0.429 0.975
H 1.84391 -0.13456 1.56078 -2.160 1.038 0.283
H 0.83958 1.47105 -2.31959 1.425 1.660 -0.846
H -1.72510 -0.76719 -1.23646 -2.137 1.510 -2.403
H -0.57906 -1.08217 1.98131 0.808 0.562 -0.594
H -1.23964 0.56019 1.63810 2.095 -1.136 -0.931
H 0.84602 1.04813 2.38765 0.629 0.720 -0.120
```
Forces are in eV/Å.

Results
Total charge: +1
<S²>: 2.006
Spin multiplicity: 3
E_LUMO (spin up / spin down), eV: -3.43 / -6.60
E_HOMO (spin up / spin down), eV: -8.918 / -13.995
E, a.u.: -354.2793

---

No. 2
Below is a cluster of 9 separate species, BrH16O8 in total at a distorted geometry, with properties calculated with wB97M-V/def2-TZVPD.

```
25
Properties=species:S:1:pos:R:3:forces:R:3
Br -0.32268 0.50856 -0.18824 0.234 0.117 -0.181
O 0.94432 -2.50144 -0.91224 0.306 0.303 -1.425
O -1.32068 -2.30544 1.32276 0.290 0.356 -0.161
O 1.55332 1.55156 -2.50324 -0.438 0.921 -0.404
O 2.12132 2.55756 1.23976 1.028 0.109 -1.172
O -2.36368 -1.63444 -1.72124 -2.038 -1.910 -0.849
O -1.34768 0.80056 2.83376 -0.416 1.300 -0.119
O 1.06832 -1.32844 2.38976 -0.614 -0.353 0.437
O -1.88268 2.94456 -1.89424 -0.389 1.558 -0.749
H -1.10568 0.67956 1.90176 -0.061 -0.170 0.267
H -2.13568 -2.24744 -2.43124 -0.973 -0.755 0.018
H -1.95968 2.03356 -1.71824 -0.422 -2.035 0.161
H -1.15268 -0.00644 3.27676 0.298 -1.014 0.219
H 1.05932 -2.49544 -1.88724 -0.019 -0.335 0.817
H 2.80532 2.61956 0.53476 -0.377 0.099 0.903
H 1.26532 -0.67644 1.72576 -0.015 0.638 -0.581
H 2.23432 0.92356 -2.34824 0.984 -0.833 0.113
H -1.56468 -1.20444 -1.79824 2.891 2.677 0.801
H -1.11468 -1.77644 0.50576 -0.187 -0.773 1.426
H 1.39532 2.23656 0.69176 -0.644 -0.274 0.298
H 1.88432 -1.53444 2.81876 0.758 -0.158 0.352
H 0.79132 -1.55144 -0.76924 -0.141 -0.012 0.477
H -1.18768 3.15256 -1.28724 0.734 0.545 0.548
H -0.61068 -2.13044 1.98276 -0.507 0.008 -1.176
H 0.94632 1.38456 -1.76524 -0.281 -0.009 -0.023
```
Forces are in eV/Å.

Results
Total charge: -1
E_LUMO, eV: 2.91
E_HOMO, eV: -6.472
E, a.u.: -3185.6432

---

Calculated relative energy (zero: lowest compared OMol25 entry of this formula, charge and spin), 173.4 84.3 kJ/mol (same order as the records).